Entry 1:
Molecular formula: C4H10O2
Method: DFT, ωB97M-V with the def2-TZVPD basis set

Structure (XYZ):
```
16
Properties=species:S:1:pos:R:3:lowdin_charge:R:1
C 0.494 2.348 -0.935 -0.11
O 0.210 1.420 0.081 -0.20
C -0.118 0.138 -0.410 -0.21
C -0.264 -0.764 0.805 -0.43
C -0.633 -2.200 0.444 -0.04
O 0.959 -0.784 1.519 -0.03
H 1.358 2.033 -1.540 0.09
H -0.368 2.490 -1.604 0.09
H 0.723 3.298 -0.447 0.09
H 0.693 -0.245 -1.054 0.14
H -1.048 0.164 -1.004 0.14
H -1.058 -0.336 1.440 0.15
H -0.163 -2.866 1.173 0.08
H -0.293 -2.489 -0.557 0.08
H -1.718 -2.350 0.491 0.08
H 1.225 0.143 1.600 0.09
```

* maximum force: 0.0077 Eh/bohr
* structure (SMILES): COC[C@@H](C)O
* ΔE to the lowest compared entry with this formula, charge and spin: 98.7 kJ/mol
* E_tot: -308.86056 Ha
* charge: 0

Entry 2:
Molecular formula: C21H23F2N3O5S
Method: DFT, ωB97M-V with the def2-TZVPD basis set

Structure (XYZ):
```
55
Properties=species:S:1:pos:R:3:lowdin_charge:R:1
O -3.170 -1.259 -1.893 0.08
C -2.457 -0.475 -2.492 -0.42
N -2.851 0.635 -3.129 0.08
C -4.141 1.242 -2.925 -0.15
C -4.072 2.321 -1.827 -0.13
C -3.594 1.694 -0.549 -0.25
C -2.234 1.591 -0.281 -0.05
C -1.784 0.910 0.836 -0.07
C -2.691 0.327 1.703 -0.08
C -4.049 0.441 1.455 -0.08
C -4.496 1.115 0.334 -0.04
C -0.947 -0.694 -2.606 -0.40
O -0.224 0.065 -3.232 0.06
N -0.552 -1.792 -1.951 0.11
C 0.828 -2.123 -1.737 -0.07
C 1.296 -1.632 -0.345 -0.34
O 1.082 -0.261 -0.131 -0.10
C 1.918 0.585 -0.911 -0.17
C 3.397 0.290 -0.657 -0.12
C 3.652 -1.211 -0.818 -0.16
N 2.667 -2.005 -0.108 -0.16
S 3.011 -2.413 1.473 0.70
O 2.107 -3.451 1.845 -0.25
O 4.419 -2.649 1.552 -0.27
C 2.667 -0.943 2.473 -0.17
C 3.741 -0.142 2.815 0.01
C 3.515 1.017 3.537 -0.26
F 4.557 1.798 3.865 0.07
C 2.239 1.398 3.921 0.02
C 1.170 0.587 3.590 0.02
C 1.393 -0.581 2.874 -0.26
F 0.343 -1.357 2.588 0.09
H -2.104 1.193 -3.527 0.14
H -4.820 0.445 -2.615 0.13
H -4.489 1.675 -3.866 0.12
H -3.388 3.112 -2.144 0.12
H -5.067 2.750 -1.699 0.12
H -1.516 2.040 -0.955 0.12
H -0.723 0.812 1.007 0.08
H -2.341 -0.225 2.562 0.10
H -4.761 -0.011 2.129 0.10
H -5.556 1.185 0.134 0.11
H -1.274 -2.263 -1.417 0.15
H 1.400 -1.645 -2.534 0.12
H 0.975 -3.204 -1.777 0.14
H 0.691 -2.146 0.409 0.14
H 1.671 0.485 -1.974 0.11
H 1.662 1.598 -0.592 0.13
H 3.657 0.600 0.357 0.10
H 4.012 0.850 -1.361 0.12
H 3.615 -1.493 -1.874 0.13
H 4.622 -1.500 -0.414 0.12
H 4.736 -0.445 2.528 0.13
H 2.096 2.312 4.475 0.13
H 0.163 0.845 3.877 0.13
```

* maximum force: 0.0191 Eh/bohr
* structure (SMILES): O=C(NCCc1ccccc1)C(=O)NC[C@@H]1OCCCN1S(=O)(=O)c1cc(F)ccc1F
* ΔE to the lowest compared entry with this formula, charge and spin: 0.0 kJ/mol
* E_tot: -1952.45673 Ha
* charge: 0

Entry 3:
Molecular formula: C20H28AuN3O4S3
Method: DFT, ωB97M-V with the def2-TZVPD basis set

Structure (XYZ):
```
59
Properties=species:S:1:pos:R:3:lowdin_charge:R:1
Au -0.236 -0.003 0.968 0.97
N 2.130 -1.686 1.352 0.15
C 3.091 -0.960 0.753 -0.28
C 3.172 -0.983 -0.671 -0.01
C 3.998 -0.117 -1.293 -0.01
C 4.728 0.846 -0.521 -0.19
C 4.736 0.779 0.900 0.00
C 3.920 -0.100 1.534 0.02
S 5.457 2.172 -1.389 0.40
O 4.321 2.682 -2.142 -0.31
O 6.416 1.419 -2.185 -0.26
O 5.992 3.048 -0.378 -0.30
H 2.192 -1.823 2.352 0.12
H 1.785 -2.494 0.852 0.12
H 2.528 -1.652 -1.230 0.13
H 4.063 -0.063 -2.372 0.14
H 5.346 1.490 1.444 0.13
H 3.844 -0.122 2.615 0.13
C -5.793 -2.746 -0.295 -0.06
C -4.715 -3.368 0.580 -0.19
N -3.346 -3.000 0.182 -0.07
C -2.715 -3.793 -0.878 -0.19
C -2.788 -3.161 -2.266 -0.06
C -2.727 -1.927 0.687 -0.38
C -3.403 -1.147 1.777 0.00
N -1.551 -1.535 0.259 0.02
H -6.777 -2.967 0.119 0.09
H -5.763 -3.141 -1.310 0.07
H -5.683 -1.662 -0.348 0.08
H -4.769 -4.454 0.531 0.12
H -4.863 -3.100 1.621 0.11
H -3.216 -4.758 -0.886 0.12
H -1.680 -3.992 -0.591 0.12
H -3.823 -3.049 -2.588 0.07
H -2.280 -3.802 -2.987 0.09
H -2.323 -2.175 -2.301 0.07
H -3.554 -1.772 2.657 0.10
H -4.376 -0.786 1.444 0.10
H -2.792 -0.298 2.059 0.03
H -1.145 -2.068 -0.496 0.04
S -0.639 1.217 3.998 0.59
C -0.478 0.105 2.924 -0.92
C 0.470 2.416 -2.834 -0.21
S -0.369 1.875 -1.368 0.97
O 0.164 0.428 -1.147 -0.66
C 0.404 2.904 -0.152 -0.45
C -0.430 3.655 0.666 -0.10
C 0.142 4.490 1.615 -0.07
C 1.523 4.574 1.723 -0.04
C 2.350 3.819 0.894 -0.03
C 1.792 2.970 -0.046 -0.07
H 1.549 2.339 -2.696 0.06
H 0.174 3.452 -3.000 0.08
H 0.128 1.790 -3.656 0.07
H -1.507 3.587 0.565 0.11
H -0.492 5.081 2.263 0.12
H 1.963 5.247 2.449 0.12
H 3.428 3.918 0.953 0.12
H 2.428 2.403 -0.710 0.08
```

* maximum force: 0.0201 Eh/bohr
* multiplicity: 4
* ΔE to the lowest compared entry with this formula, charge and spin: 22.8 kJ/mol
* E_tot: -2573.97150 Ha
* charge: +1

Entry 4:
Molecular formula: C6H14FIOSi
Method: DFT, ωB97M-V with the def2-TZVPD basis set

Structure (XYZ):
```
24
Properties=species:S:1:pos:R:3:lowdin_charge:R:1
C 2.758 -1.959 0.520 -0.09
C 1.562 -1.473 -0.319 -0.38
O 1.445 -0.100 -0.245 -0.38
Si -0.106 0.825 -0.239 0.20
I 1.113 2.932 -0.229 0.54
C -0.904 0.485 -1.932 -0.35
C -2.344 1.057 -2.036 -0.17
C -1.274 0.874 1.238 -0.27
C -0.440 0.566 2.499 -0.28
F 0.189 -0.661 2.317 -0.08
H 3.594 -1.226 0.461 0.09
H 2.355 -2.239 1.512 0.07
H 3.172 -2.909 0.127 0.07
H 0.669 -1.932 0.034 0.09
H 1.927 -1.632 -1.441 0.15
H -0.207 0.756 -2.817 0.11
H -1.027 -0.621 -1.965 0.07
H -2.985 0.332 -1.486 0.07
H -2.335 2.077 -1.814 0.03
H -2.754 0.795 -3.095 0.10
H -1.652 1.891 1.390 0.08
H -2.098 0.243 1.254 0.05
H -1.100 0.524 3.402 0.11
H 0.442 1.394 2.865 0.17
```

* maximum force: 0.0892 Eh/bohr
* structure (SMILES): CCO[Si@@](I)(CC)CCF
* ΔE to the lowest compared entry with this formula, charge and spin: 0.0 kJ/mol
* E_tot: -999.32207 Ha
* charge: 0

Entry 5:
Molecular formula: C4H9P
Method: DFT, ωB97M-V with the def2-TZVPD basis set

Structure (XYZ):
```
14
Properties=species:S:1:pos:R:3:lowdin_charge:R:1
C -1.580 -0.102 0.225 -0.10
C -0.225 -0.790 -0.064 -0.33
C 0.903 -0.101 0.545 -0.64
C 1.485 1.134 -0.071 -0.33
P 2.650 -0.356 0.024 0.91
H -1.637 -0.172 1.255 0.05
H -2.436 -0.422 -0.392 0.09
H -1.335 0.858 -0.121 0.05
H -0.186 -0.914 -1.211 0.13
H -0.388 -1.867 0.341 0.13
H 0.792 -0.127 1.598 0.09
H 1.045 1.357 -0.983 0.05
H 1.430 1.832 0.702 0.05
H 2.359 -0.638 -1.245 -0.13
```

* maximum force: 0.0992 Eh/bohr
* structure (SMILES): CC[C@@H]1CP1
* ΔE to the lowest compared entry with this formula, charge and spin: 53.9 kJ/mol
* E_tot: -499.08302 Ha
* charge: 0

Entry 6:
Molecular formula: C4H6N2OS
Method: DFT, ωB97M-V with the def2-TZVPD basis set

Structure (XYZ):
```
14
Properties=species:S:1:pos:R:3:lowdin_charge:R:1
C -1.148 2.015 -0.104 -0.12
C -0.151 0.913 0.115 -0.40
C 1.206 1.105 0.080 0.03
C 1.623 -0.197 -0.060 -0.37
H -1.947 1.553 -0.905 0.08
H -0.524 2.878 -0.700 0.10
H -1.636 2.737 0.926 0.16
H 1.737 1.996 0.188 0.11
H 3.165 -1.396 -0.156 0.08
H -2.828 -0.319 1.176 0.01
N 0.676 -1.095 0.088 0.06
N -0.414 -0.434 0.048 -0.52
O 3.012 -0.473 -0.035 0.05
S -2.067 -0.998 -0.086 0.74
```

* maximum force: 0.1084 Eh/bohr
* ΔE to the lowest compared entry with this formula, charge and spin: 478.4 kJ/mol
* E_tot: -738.82246 Ha
* charge: 0

Entry 7:
Molecular formula: C3H7FO
Method: DFT, ωB97M-V with the def2-TZVPD basis set

Structure (XYZ):
```
12
Properties=species:S:1:pos:R:3:lowdin_charge:R:1
C 1.301 0.875 0.505 -0.05
C -2.112 0.023 -0.311 -0.02
C 0.142 0.014 0.465 -0.41
O -0.886 0.438 -0.272 -0.04
F -0.256 -0.714 1.574 0.04
H 2.034 0.175 1.041 0.11
H 1.497 1.223 -0.496 0.07
H 1.200 1.901 1.066 0.12
H 0.950 -2.303 -1.808 0.04
H -2.692 0.677 -0.802 0.02
H -2.575 -0.638 0.481 0.10
H 1.396 -1.670 -1.443 0.02
```

* maximum force: 0.0806 Eh/bohr
* ΔE to the lowest compared entry with this formula, charge and spin: 460.6 kJ/mol
* E_tot: -293.41832 Ha
* charge: 0

Entry 8:
Molecular formula: C16H22ClN4NbO3P
Method: DFT, ωB97M-V with the def2-TZVPD basis set

Structure (XYZ):
```
48
Properties=species:S:1:pos:R:3:lowdin_charge:R:1
O 3.975 1.547 2.659 0.03
N 3.207 1.743 1.803 -0.05
O 2.121 0.808 1.783 -0.31
C 1.296 0.835 3.001 -0.42
Nb -0.904 0.611 2.367 0.74
P -1.120 3.205 2.192 0.19
O -1.427 3.838 3.656 -0.51
Cl -2.754 3.898 1.138 0.04
H 1.638 0.073 3.704 0.02
H 1.472 1.792 3.500 0.01
H -1.166 0.785 4.203 -0.15
H -2.707 0.745 2.342 -0.16
H -0.631 0.333 0.543 -0.17
H -1.211 -1.164 2.618 -0.17
H -1.315 3.122 4.291 -0.02
N 3.355 -2.948 -0.873 0.05
C 3.487 -1.799 -0.216 -0.14
C 4.659 -1.413 0.419 -0.06
C 5.749 -2.263 0.372 -0.08
C 5.623 -3.461 -0.310 -0.08
C 4.408 -3.752 -0.913 -0.16
H 2.612 -1.156 -0.191 0.10
H 4.706 -0.467 0.938 0.08
H 6.679 -1.996 0.857 0.10
H 6.445 -4.161 -0.377 0.09
H 4.275 -4.682 -1.457 0.10
N 2.393 -1.684 -4.548 0.05
C 2.231 -0.973 -5.656 -0.18
C 1.775 0.337 -5.671 -0.09
C 1.467 0.943 -4.463 -0.09
C 1.631 0.212 -3.301 -0.06
C 2.097 -1.096 -3.394 -0.14
H 2.478 -1.476 -6.586 0.10
H 1.664 0.865 -6.609 0.09
H 1.105 1.961 -4.428 0.10
H 1.399 0.636 -2.332 0.10
H 2.239 -1.689 -2.501 0.07
N -5.130 1.227 0.973 0.05
C -6.089 1.997 1.458 -0.16
C -7.419 1.602 1.538 -0.08
C -7.759 0.338 1.085 -0.10
C -6.758 -0.474 0.578 -0.08
C -5.458 0.019 0.546 -0.15
H -5.777 2.979 1.803 0.09
H -8.164 2.271 1.947 0.09
H -8.784 -0.010 1.129 0.10
H -6.971 -1.471 0.216 0.09
H -4.641 -0.587 0.169 0.11
```

* maximum force: 0.0460 Eh/bohr
* E_tot: -1925.87030 Ha
* charge: -1

Entry 9:
Molecular formula: C5H11O2
Method: DFT, ωB97M-V with the def2-TZVPD basis set

Structure (XYZ):
```
18
Properties=species:S:1:pos:R:3:lowdin_charge:R:1
C 1.294 0.937 -1.576 -0.15
C -0.017 1.686 -1.881 -0.16
H 2.058 1.608 -1.231 0.06
H 1.025 0.189 -0.833 0.02
H 1.618 0.341 -2.426 0.06
H -0.895 1.371 -1.326 0.04
H -0.273 1.672 -2.943 0.05
H 0.102 2.742 -1.622 0.06
C -0.408 -0.480 1.079 -0.20
C -0.470 -1.967 0.682 -0.11
C -0.653 -0.398 2.626 -0.78
O 0.313 -0.199 3.380 -0.08
O -1.862 -0.589 2.920 -0.11
H 0.581 -0.073 0.912 0.06
H -1.075 0.194 0.548 0.08
H -1.117 -2.190 -0.167 0.05
H -0.729 -2.554 1.553 0.06
H 0.508 -2.289 0.307 0.05
```

* maximum force: 0.0347 Eh/bohr
* ΔE to the lowest compared entry with this formula, charge and spin: 65.3 kJ/mol
* E_tot: -347.62481 Ha
* charge: -1

Entry 10:
Molecular formula: C18H41FO6S6
Method: DFT, ωB97M-V with the def2-TZVPD basis set

Structure (XYZ):
```
72
Properties=species:S:1:pos:R:3:lowdin_charge:R:1
F 12.947 14.726 8.480 0.05
C 13.708 15.802 8.722 -0.27
C 14.837 15.626 9.510 -0.02
C 15.576 16.768 9.842 -0.07
C 15.215 18.056 9.384 -0.08
C 14.091 18.208 8.583 -0.09
C 13.340 17.089 8.271 -0.02
H 15.093 14.670 9.842 0.07
H 16.477 16.629 10.402 0.10
H 15.824 18.841 9.777 0.09
H 13.624 19.177 8.398 0.11
H 12.411 17.265 7.764 0.11
C 11.360 12.051 12.275 -0.24
S 12.918 12.078 11.367 0.78
O 13.545 13.356 11.752 -0.56
C 13.840 10.674 12.112 -0.21
H 11.648 12.160 13.417 0.11
H 10.661 11.356 11.992 -0.01
H 10.911 12.959 11.886 0.01
H 14.677 10.495 11.444 0.03
H 13.167 9.800 12.014 0.05
H 14.037 10.817 13.154 0.05
C 6.517 10.111 11.671 -0.25
S 6.210 9.302 13.291 0.82
O 6.826 7.949 13.062 -0.60
C 7.261 10.124 14.554 -0.23
H 7.537 10.077 11.486 -0.05
H 6.201 11.141 11.846 0.05
H 6.015 9.551 10.856 0.08
H 8.325 9.879 14.338 0.06
H 6.891 9.825 15.496 0.02
H 6.988 11.195 14.429 0.06
C 15.591 12.224 8.629 -0.29
S 15.635 10.559 8.026 0.81
O 16.139 9.669 9.102 -0.54
C 13.832 10.340 8.023 -0.27
H 15.210 12.280 9.638 0.02
H 14.984 12.901 8.013 0.06
H 16.631 12.534 8.618 0.05
H 13.381 10.571 9.030 0.03
H 13.759 9.294 7.696 0.05
H 13.404 10.895 7.158 0.06
C 12.985 15.318 14.232 -0.25
S 11.619 15.582 13.059 0.81
O 10.436 16.210 13.753 -0.55
C 12.412 16.865 12.163 -0.27
H 13.872 15.103 13.647 0.04
H 12.772 14.394 14.816 0.05
H 13.060 16.117 14.954 0.05
H 12.571 17.722 12.785 0.06
H 11.884 17.120 11.289 0.03
H 13.380 16.623 11.740 0.04
C 10.363 10.957 8.440 -0.29
S 8.822 11.671 8.848 0.84
O 8.532 11.548 10.299 -0.56
C 9.452 13.347 8.611 -0.26
H 10.357 10.980 7.393 0.04
H 10.411 9.935 8.772 0.03
H 11.155 11.437 8.951 0.02
H 9.979 13.369 7.608 0.07
H 10.108 13.566 9.498 0.07
H 8.592 14.016 8.470 0.05
C 10.520 7.547 12.930 -0.26
S 9.911 8.309 11.421 0.81
O 11.072 8.523 10.501 -0.56
C 9.194 6.786 10.917 -0.25
H 11.190 8.231 13.369 0.02
H 10.987 6.567 12.726 0.08
H 9.708 7.423 13.657 0.06
H 8.333 6.969 10.303 0.05
H 8.956 6.270 11.800 0.03
H 9.994 6.316 10.352 0.07
```

* maximum force: 0.0806 Eh/bohr
* E_tot: -3650.62726 Ha
* charge: 0

Entry 11:
Molecular formula: C12H17N3O6PRuS5
Method: DFT, ωB97M-V with the def2-TZVPD basis set

Structure (XYZ):
```
45
Properties=species:S:1:pos:R:3:lowdin_charge:R:1
Ru -1.579 0.389 0.090 0.43
N 1.612 -1.966 1.911 0.02
C 0.590 -1.133 1.476 -0.86
S 0.051 -1.272 -0.156 0.57
N 0.155 -0.239 2.328 0.01
N -0.882 0.458 1.854 -0.33
C -1.066 1.817 2.349 -0.52
C 0.133 2.649 2.022 -0.22
C 0.773 3.430 2.966 -0.07
C 1.890 4.190 2.637 -0.15
C 2.356 4.143 1.324 -0.14
C 1.732 3.366 0.366 -0.03
C 0.592 2.587 0.677 -0.40
O 0.007 1.876 -0.233 -0.30
H 1.637 -2.854 1.437 0.05
H 1.651 -2.037 2.917 0.07
H -1.343 1.852 3.404 0.11
H 0.383 3.443 3.980 0.10
H 2.384 4.802 3.382 0.07
H 3.228 4.727 1.044 0.08
H 2.095 3.331 -0.654 0.10
C -4.467 2.115 -5.916 -0.10
C -3.241 1.616 -5.175 -0.37
O -3.497 0.328 -4.626 -0.46
P -3.609 0.090 -2.990 0.48
S -3.224 -0.945 0.178 0.09
S -1.830 0.937 -2.310 0.16
O -4.741 1.299 -2.763 -0.44
C -4.978 1.772 -1.437 -0.39
C -6.118 2.763 -1.467 -0.09
H -4.265 3.083 -6.385 0.06
H -5.295 2.224 -5.216 0.06
H -4.760 1.406 -6.695 0.06
H -2.958 2.315 -4.386 0.07
H -2.389 1.520 -5.856 0.11
H -4.068 2.245 -1.060 0.05
H -5.212 0.941 -0.767 0.07
H -5.873 3.611 -2.111 0.07
H -6.303 3.123 -0.454 0.06
H -7.028 2.293 -1.849 0.07
O -5.259 2.063 1.837 -0.39
S -4.105 1.918 2.698 0.20
O -3.841 0.592 3.203 -0.39
O -3.916 2.982 3.667 -0.40
S -2.495 2.347 1.296 0.79
```

* maximum force: 0.0201 Eh/bohr
* multiplicity: 2
* ΔE to the lowest compared entry with this formula, charge and spin: 219.2 kJ/mol
* E_tot: -3510.52277 Ha
* charge: -2

Entry 12:
Molecular formula: C8H11N2O3S
Method: DFT, ωB97M-V with the def2-TZVPD basis set

Structure (XYZ):
```
25
Properties=species:S:1:pos:R:3:lowdin_charge:R:1
C -0.527 1.996 -0.815 -0.19
C -0.435 -0.624 1.157 -0.42
C -2.174 1.396 1.159 -0.80
C 0.616 -2.327 0.224 -0.18
C 2.051 -0.544 1.283 -0.09
C 1.401 -2.230 -1.107 -0.16
C 2.646 -0.282 -0.153 -0.19
C -3.142 2.428 -0.781 -0.11
N -2.041 1.990 0.007 -0.16
N 0.725 -1.172 1.097 -0.23
O -0.846 2.289 -1.947 -0.16
O -3.145 1.216 1.862 -0.05
O 2.542 -1.406 -0.966 -0.16
S -0.515 0.908 1.903 0.88
H -0.472 -2.575 0.111 0.12
H 0.996 -3.132 0.758 0.08
H 2.749 -1.279 1.678 0.12
H 1.756 0.383 1.699 0.04
H 1.576 -3.230 -1.522 0.12
H 0.682 -1.681 -1.759 0.13
H 2.161 0.451 -0.796 0.11
H 3.705 0.087 -0.118 0.13
H -2.668 2.827 -1.627 0.03
H -3.864 1.550 -1.150 0.13
H -3.776 2.961 -0.197 0.03
```

* maximum force: 0.0874 Eh/bohr
* ΔE to the lowest compared entry with this formula, charge and spin: 240.5 kJ/mol
* E_tot: -1044.73165 Ha
* charge: -1

- What is the maximum force in the tenth record?
  0.0806 Eh/bohr